# 1
Here is a structure of composition C36H34N3NaO2S2 from the Open Molecules 2025 dataset. Energies are from ωB97M-V/def2-TZVPD.

The geometry in XYZ format:
```
78
Properties=species:S:1:pos:R:3:mulliken_charge:R:1
Na 0.427 -0.649 0.214 1.487
O 1.778 -1.918 0.918 -0.805
C 2.996 -2.062 0.502 0.434
C 3.979 -2.608 1.362 -0.300
C 5.304 -2.799 0.987 -0.561
C 5.716 -2.447 -0.295 -0.672
C 4.778 -1.897 -1.164 -0.719
C 3.435 -1.673 -0.827 0.922
C 2.595 -1.069 -1.864 -1.355
N 1.331 -0.708 -1.742 0.399
N 0.779 -0.179 -2.831 -0.832
C -0.546 -0.014 -2.768 -0.507
O -1.218 -0.487 -1.648 -0.331
C -1.286 0.453 -3.898 0.785
C -2.689 0.291 -4.001 -0.149
C -3.372 0.704 -5.132 -0.687
C -2.710 1.302 -6.206 -0.490
C -1.325 1.475 -6.113 -0.532
C -0.625 1.065 -4.993 -0.592
H 3.645 -2.878 2.360 0.277
H 6.011 -3.220 1.695 0.353
H 6.741 -2.594 -0.613 0.347
H 5.090 -1.606 -2.164 0.291
H 3.055 -0.930 -2.844 0.151
H -3.233 -0.173 -3.192 0.352
H -4.446 0.557 -5.174 0.360
H -3.254 1.626 -7.085 0.350
H -0.784 1.946 -6.928 0.343
H 0.449 1.197 -4.934 0.333
C -0.822 4.145 1.182 -1.684
C 0.366 3.252 0.936 0.929
C 0.812 2.402 1.951 -0.524
C 1.915 1.580 1.769 0.410
C 2.414 0.694 2.888 -1.210
C 2.565 1.588 0.529 -0.216
C 2.125 2.397 -0.512 0.710
C 2.784 2.342 -1.866 -1.378
C 1.026 3.233 -0.285 -0.487
H -1.739 3.556 1.239 0.197
H -0.948 4.868 0.374 0.347
H -0.710 4.691 2.123 0.455
H 0.289 2.386 2.903 0.381
H 2.499 -0.344 2.553 0.104
H 1.736 0.728 3.745 0.291
H 3.405 1.018 3.221 0.334
H 3.416 0.931 0.372 0.312
H 2.184 1.728 -2.544 -0.009
H 3.775 1.890 -1.802 0.298
H 2.878 3.341 -2.301 0.499
H 0.674 3.873 -1.089 0.258
S -1.421 0.374 4.245 -0.299
C -0.913 -1.172 4.349 0.251
N -1.157 -2.167 3.489 0.071
C -0.149 -3.233 3.482 0.053
C 0.309 -3.402 4.934 -0.535
S 0.014 -1.785 5.703 -0.212
H -1.447 -1.873 2.562 -0.170
H 0.687 -2.956 2.833 -0.274
H -0.596 -4.147 3.097 0.346
H 1.372 -3.629 4.977 0.346
H -0.248 -4.168 5.470 0.345
C -4.376 -1.980 1.874 -0.293
C -3.361 -2.598 1.182 -0.901
C -2.597 -1.872 0.225 -0.846
C -2.902 -0.497 -0.041 1.602
C -2.204 0.267 -0.986 -0.846
C -2.395 1.635 -1.173 0.301
C -3.402 2.256 -0.452 -1.203
C -4.171 1.535 0.473 -0.949
C -3.937 0.163 0.713 1.034
C -4.670 -0.610 1.658 -1.126
H -4.962 -2.549 2.590 0.340
H -3.145 -3.647 1.360 0.350
H -1.811 -2.356 -0.338 0.491
H -1.793 2.180 -1.889 0.501
H -3.582 3.315 -0.604 0.390
H -4.950 2.034 1.042 0.285
H -5.462 -0.124 2.218 0.281
```

The HOMO energy (spin up / spin down) comes out at 0.02477 / 0.04084 Ha. The lowest unoccupied orbital energy (spin up / spin down) is 0.1365 / 0.1367 Ha. Its net charge is -2. As for the largest force on an atom: 0.0333 hartree/bohr.


# 2
Here is a cluster of 4 separate species, C56H49B2Br2ClN4O14 in total from the Open Molecules 2025 dataset. Energies are from ωB97M-V/def2-TZVPD.

The geometry in XYZ format:
```
128
Properties=species:S:1:pos:R:3:mulliken_charge:R:1
C -6.540 3.237 3.639 -1.201
C -5.201 3.724 4.187 -0.627
N -4.076 2.827 3.902 0.353
C -4.344 1.419 4.167 -1.806
C -3.069 0.603 4.178 -0.340
N -1.996 1.205 5.010 1.351
B -2.299 1.514 6.420 0.240
O -3.177 2.516 6.729 -0.424
O -1.662 0.801 7.416 -0.347
C -0.860 1.595 8.323 -0.873
C -0.795 0.530 4.897 -2.672
N -0.744 -0.882 4.786 1.677
C -0.481 -1.630 5.994 -1.398
C -1.722 -2.311 6.522 0.576
O -2.845 -1.992 6.329 -0.422
Cl -1.314 -3.666 7.584 -0.230
C -0.458 -1.550 3.536 -0.819
Br -1.644 -3.126 3.346 -0.128
C -0.516 -0.655 2.281 0.475
C -1.681 -0.838 1.312 -2.115
Br 1.091 -1.052 1.217 -0.050
N 0.293 1.206 4.940 0.930
B 1.659 0.593 5.031 0.362
O 2.408 0.372 3.926 -0.079
O 2.085 0.249 6.267 -0.528
C 0.270 2.789 4.908 0.640
O 0.549 3.245 5.988 -0.694
O 0.052 3.169 3.789 -0.627
C -3.482 3.058 2.650 0.930
C -2.774 4.371 2.500 -1.695
O -3.514 2.229 1.761 -0.652
H -7.236 4.069 3.556 0.418
H -6.429 2.810 2.643 0.312
H -6.991 2.498 4.298 0.304
H -5.268 3.847 5.268 0.270
H -4.977 4.692 3.747 0.577
H -4.886 1.344 5.109 0.527
H -4.984 0.968 3.404 0.656
H -2.715 0.602 3.156 -0.009
H -3.289 -0.418 4.489 0.245
H -3.643 2.279 7.539 0.250
H 0.028 1.020 8.566 0.247
H -0.533 2.523 7.862 0.351
H -1.429 1.833 9.218 0.349
H 0.308 -2.365 5.835 0.637
H -0.128 -0.971 6.784 0.525
H 0.511 -2.035 3.591 0.884
H -0.439 0.407 2.498 0.286
H -1.672 0.016 0.637 0.565
H -2.640 -0.821 1.817 0.450
H -1.562 -1.721 0.695 0.698
H 2.133 0.900 3.166 0.270
H 3.005 -0.041 6.256 0.291
H -3.333 5.030 1.838 0.406
H -1.784 4.188 2.096 0.363
H -2.665 4.868 3.459 0.403
C 9.326 -4.764 4.765 -0.486
C 10.388 -4.072 4.194 -0.466
C 10.149 -2.972 3.389 -0.567
C 8.845 -2.563 3.143 0.189
C 7.777 -3.269 3.702 0.158
C 8.024 -4.364 4.521 -0.551
C 6.365 -2.877 3.424 0.531
O 5.438 -3.482 3.919 -0.682
C 6.132 -1.718 2.516 -0.139
C 4.828 -1.363 2.199 -0.020
C 4.588 -0.280 1.373 -0.117
C 5.649 0.461 0.864 -0.935
C 6.952 0.108 1.170 -0.517
C 7.200 -0.985 1.991 0.231
C 8.612 -1.363 2.287 0.591
O 9.540 -0.721 1.845 -0.660
H 9.517 -5.619 5.400 0.400
H 11.405 -4.392 4.379 0.400
H 10.966 -2.422 2.943 0.474
H 7.190 -4.896 4.955 0.473
H 4.007 -1.938 2.604 0.596
H 3.564 -0.018 1.138 0.119
H 5.457 1.312 0.224 0.420
H 7.787 0.672 0.778 0.486
C -2.276 -6.717 -3.195 -0.452
C -1.627 -5.965 -2.221 -0.626
C -1.719 -4.584 -2.234 -0.592
C -2.453 -3.948 -3.227 0.274
C -3.089 -4.702 -4.215 0.385
C -3.004 -6.088 -4.189 -0.695
C -3.850 -4.043 -5.316 0.504
O -4.408 -4.697 -6.171 -0.673
C -3.896 -2.552 -5.334 0.281
C -4.554 -1.910 -6.376 -0.699
C -4.617 -0.527 -6.405 -0.261
C -4.032 0.221 -5.388 -0.686
C -3.371 -0.412 -4.350 -0.492
C -3.294 -1.799 -4.322 0.190
C -2.552 -2.460 -3.211 0.469
O -2.041 -1.809 -2.325 -0.718
H -2.209 -7.797 -3.178 0.397
H -1.051 -6.459 -1.450 0.421
H -1.223 -3.989 -1.479 0.625
H -3.509 -6.661 -4.954 0.486
H -5.008 -2.502 -7.158 0.487
H -5.122 -0.027 -7.221 0.439
H -4.086 1.302 -5.414 0.391
H -2.907 0.159 -3.559 0.535
C -0.416 -0.283 -7.171 -0.156
C 0.943 -0.379 -7.446 -0.689
C 1.593 0.648 -8.111 -0.574
C 0.883 1.772 -8.512 0.333
C -0.486 1.860 -8.252 0.074
C -1.128 0.833 -7.574 -0.648
C -1.286 3.034 -8.704 0.517
O -2.473 3.112 -8.470 -0.662
C -0.576 4.108 -9.458 0.150
C -1.304 5.190 -9.935 -0.507
C -0.663 6.203 -10.626 -0.494
C 0.711 6.143 -10.838 -0.469
C 1.441 5.065 -10.369 -0.557
C 0.801 4.040 -9.684 0.124
C 1.604 2.874 -9.212 0.604
O 2.801 2.824 -9.394 -0.655
H -0.923 -1.082 -6.644 0.443
H 1.497 -1.256 -7.139 0.420
H 2.650 0.587 -8.326 0.477
H -2.185 0.911 -7.369 0.529
H -2.370 5.227 -9.760 0.469
H -1.232 7.043 -11.001 0.392
H 1.210 6.939 -11.374 0.403
H 2.508 5.005 -10.531 0.475
```

The HOMO energy comes out at -0.33589 Ha. The lowest unoccupied orbital energy is -0.0386 Ha. Its net charge is 0. As for the largest force on an atom: 0.0254 hartree/bohr.


# 3
Here is a cluster of 2 separate species, C13H21NO in total from the Open Molecules 2025 dataset. Energies are from ωB97M-V/def2-TZVPD.

The geometry in XYZ format:
```
36
Properties=species:S:1:pos:R:3:mulliken_charge:R:1
C 1.651 -4.048 -1.917 -1.116
C 2.488 -2.871 -2.568 -0.555
N 1.562 -1.877 -3.076 0.177
C 0.947 -2.281 -4.316 -1.090
C 1.515 -0.612 -2.534 0.718
C 0.363 0.214 -2.922 -1.186
O 2.486 -0.193 -1.928 -0.634
H 1.870 -4.160 -0.858 0.346
H 2.002 -4.997 -2.300 0.284
H 0.614 -3.895 -2.216 0.353
H 2.883 -2.467 -1.628 0.243
H 3.401 -3.031 -3.140 0.469
H 0.915 -3.357 -4.497 0.337
H -0.003 -1.932 -4.734 0.329
H 1.526 -1.773 -5.121 0.411
H -0.532 -0.187 -3.397 0.328
H -0.067 0.898 -2.186 0.293
H 0.694 0.812 -3.807 0.292
C 0.302 3.882 3.247 -1.181
C -0.232 3.052 2.074 -0.446
C -1.136 1.906 2.536 0.507
C -0.778 0.581 2.289 -0.590
C -1.796 -0.366 2.241 -0.544
C -3.066 -0.019 2.698 -0.259
C -3.370 1.231 3.201 -0.574
C -2.383 2.211 3.086 -0.289
H 0.144 3.372 4.202 0.376
H -0.430 4.625 3.572 0.323
H 1.240 4.339 2.937 0.333
H -0.587 3.551 1.177 0.401
H 0.639 2.397 1.864 0.260
H 0.214 0.245 2.027 0.349
H -1.558 -1.426 2.263 0.313
H -3.711 -0.878 2.803 0.321
H -4.321 1.355 3.684 0.390
H -2.685 3.243 3.189 0.310
```

The HOMO energy comes out at -0.32751 Ha. The lowest unoccupied orbital energy is 0.0275 Ha. Its net charge is 0. As for the largest force on an atom: 0.0698 hartree/bohr. Its SMILES is CCN(C)C(C)=O.CCc1ccccc1.


# 4
Here is the molecule C3H7P from the Open Molecules 2025 dataset. Energies are from ωB97M-V/def2-TZVPD.

The geometry in XYZ format:
```
11
Properties=species:S:1:pos:R:3:mulliken_charge:R:1
C 1.257 0.046 -0.459 -0.653
C 0.314 0.329 -1.479 -0.641
C -1.163 -0.203 1.351 -0.792
P 0.084 -1.407 0.557 0.088
H 2.173 -0.546 -0.879 0.307
H 1.340 0.938 0.199 0.294
H -0.431 1.150 -1.469 0.297
H 0.288 -0.313 -2.278 0.338
H -2.127 -0.752 1.212 0.289
H -0.851 0.748 0.851 0.185
H -0.884 0.010 2.395 0.288
```

The HOMO energy (spin up / spin down) comes out at -0.26677 / -0.27922 Ha. The lowest unoccupied orbital energy (spin up / spin down) is -0.0147 / -0.0040 Ha. Its net charge is 0. As for the largest force on an atom: 0.0486 hartree/bohr.


Repeat the third record exactly.
Here is a cluster of 2 separate species, C13H21NO in total from the Open Molecules 2025 dataset. Energies are from ωB97M-V/def2-TZVPD.

The geometry in XYZ format:
```
36
Properties=species:S:1:pos:R:3:mulliken_charge:R:1
C 1.651 -4.048 -1.917 -1.116
C 2.488 -2.871 -2.568 -0.555
N 1.562 -1.877 -3.076 0.177
C 0.947 -2.281 -4.316 -1.090
C 1.515 -0.612 -2.534 0.718
C 0.363 0.214 -2.922 -1.186
O 2.486 -0.193 -1.928 -0.634
H 1.870 -4.160 -0.858 0.346
H 2.002 -4.997 -2.300 0.284
H 0.614 -3.895 -2.216 0.353
H 2.883 -2.467 -1.628 0.243
H 3.401 -3.031 -3.140 0.469
H 0.915 -3.357 -4.497 0.337
H -0.003 -1.932 -4.734 0.329
H 1.526 -1.773 -5.121 0.411
H -0.532 -0.187 -3.397 0.328
H -0.067 0.898 -2.186 0.293
H 0.694 0.812 -3.807 0.292
C 0.302 3.882 3.247 -1.181
C -0.232 3.052 2.074 -0.446
C -1.136 1.906 2.536 0.507
C -0.778 0.581 2.289 -0.590
C -1.796 -0.366 2.241 -0.544
C -3.066 -0.019 2.698 -0.259
C -3.370 1.231 3.201 -0.574
C -2.383 2.211 3.086 -0.289
H 0.144 3.372 4.202 0.376
H -0.430 4.625 3.572 0.323
H 1.240 4.339 2.937 0.333
H -0.587 3.551 1.177 0.401
H 0.639 2.397 1.864 0.260
H 0.214 0.245 2.027 0.349
H -1.558 -1.426 2.263 0.313
H -3.711 -0.878 2.803 0.321
H -4.321 1.355 3.684 0.390
H -2.685 3.243 3.189 0.310
```

The HOMO energy comes out at -0.32751 Ha. The lowest unoccupied orbital energy is 0.0275 Ha. Its net charge is 0. As for the largest force on an atom: 0.0698 hartree/bohr. Its SMILES is CCN(C)C(C)=O.CCc1ccccc1.


Among the records above, which one has the highest largest force on an atom? C13H21NO